Entry 1:
The following is a quantum chemistry calculation of 4 unconnected molecules or ions with the total composition C27H40O13S at a distorted geometry, from OMol25.

Cartesian coordinates (Å):
C  2.024  1.027  0.754
C  2.213  2.002  -0.489
O  1.431  1.658  -1.658
C  0.049  1.669  -1.407
C  -0.759  0.548  -1.720
C  -0.232  -0.788  -2.386
C  1.115  -1.377  -1.753
C  1.094  -2.997  -1.777
O  1.045  -3.427  -0.379
C  -2.334  0.634  -1.426
O  -2.972  -0.327  -0.972
C  -2.980  2.075  -1.723
C  -4.442  2.103  -2.335
C  -5.573  2.302  -1.226
C  -5.801  1.014  -0.294
C  -7.159  1.286  0.528
S  -8.664  0.514  -0.208
O  -9.460  1.584  -0.918
O  -9.543  -0.038  0.885
O  -8.322  -0.736  -1.259
C  -2.185  3.195  -1.427
C  -0.749  2.911  -0.781
O  -0.342  3.605  0.162
H  0.966  0.650  0.917
H  2.723  0.123  0.770
H  2.286  1.642  1.690
H  3.312  1.911  -0.809
H  2.099  3.101  -0.177
H  -0.174  -0.692  -3.528
H  -1.049  -1.578  -2.207
H  1.308  -1.053  -0.686
H  1.967  -1.047  -2.449
H  0.153  -3.400  -2.287
H  2.006  -3.400  -2.319
H  0.361  -2.854  0.017
H  -4.620  1.073  -2.799
H  -4.540  2.876  -3.158
H  -6.556  2.468  -1.783
H  -5.405  3.190  -0.536
H  -5.935  0.080  -0.931
H  -4.974  0.841  0.461
H  -7.350  2.413  0.554
H  -7.071  0.966  1.618
H  -9.154  -1.252  -1.388
H  -2.576  4.231  -1.647
O  4.186  -1.513  0.036
C  4.473  -2.673  0.202
C  4.306  -3.447  1.481
C  5.167  -4.668  1.228
C  5.088  -4.814  -0.273
O  4.960  -3.477  -0.776
H  3.252  -3.709  1.603
H  4.662  -2.873  2.336
H  4.837  -5.558  1.765
H  6.199  -4.457  1.527
H  4.215  -5.391  -0.590
H  5.986  -5.276  -0.686
O  8.101  -3.642  -0.824
C  8.438  -2.488  -0.837
C  7.783  -1.391  -1.632
C  8.827  -0.294  -1.579
C  9.516  -0.564  -0.260
O  9.455  -1.985  -0.088
H  6.856  -1.096  -1.135
H  7.587  -1.711  -2.654
H  8.412  0.713  -1.649
H  9.538  -0.423  -2.401
H  9.004  -0.089  0.581
H  10.558  -0.240  -0.268
O  -7.253  2.272  3.439
C  -6.094  2.558  3.594
C  -5.066  1.719  4.305
C  -3.946  2.714  4.534
C  -4.112  3.664  3.370
O  -5.520  3.688  3.101
H  -4.757  0.902  3.648
H  -5.459  1.330  5.244
H  -2.956  2.258  4.580
H  -4.116  3.246  5.475
H  -3.591  3.317  2.473
H  -3.767  4.670  3.611

Computed properties:
ΔE to the lowest compared entry with this formula, charge and spin ... 103.0 kcal per mole
SMILES string ... CCOC1=C(CCCO)C(=O)C(CCCCS(=O)(=O)O)=CC1=O.O=C1CCCO1.O=C1CCCO1.O=C1CCCO1
Max |F| ... 6.94 eV Å⁻¹
Highest occupied orbital energy ... -9.4 eV
Electronic energy ... -66095.5276 eV

Here are the Mulliken charges for atoms 1 to 5, given in e: -0.5402 -0.2914 -0.4411 0.3596 0.6720



Entry 2:
The following is a quantum chemistry calculation of 4 unconnected molecules or ions with the total composition C27H41BF10NO10 at a distorted geometry, from OMol25.

Cartesian coordinates (Å):
C  0.808  1.193  3.416
C  2.089  1.761  2.849
O  2.210  3.158  2.982
C  1.245  3.894  2.264
C  1.351  3.739  0.739
C  -0.016  3.519  0.086
C  -0.245  2.042  -0.279
C  -0.965  1.916  -1.620
C  -0.849  0.574  -2.289
C  0.333  0.318  -2.926
F  1.259  1.241  -2.866
C  0.569  -0.825  -3.657
C  1.892  -0.977  -4.356
O  2.982  -0.563  -3.573
O  2.852  -1.211  -2.292
C  -0.441  -1.723  -3.759
B  -0.263  -3.041  -4.698
O  -1.114  -3.198  -5.752
C  0.819  -4.138  -4.475
C  1.640  -4.115  -3.171
N  -1.620  -1.485  -3.111
C  -2.705  -2.462  -3.413
O  -3.380  -2.218  -4.349
C  -3.065  -3.793  -2.651
F  -4.177  -3.565  -1.942
F  -3.377  -4.619  -3.640
C  -2.002  -4.524  -1.801
F  -1.227  -5.186  -2.649
F  -1.290  -3.661  -1.080
C  -2.625  -5.608  -0.850
F  -1.627  -6.428  -0.567
F  -3.574  -6.294  -1.511
C  -3.183  -5.117  0.492
O  -2.485  -5.138  1.452
O  -4.446  -4.713  0.523
C  -1.839  -0.370  -2.354
C  -3.157  -0.151  -1.687
C  -3.103  0.269  -0.198
C  -2.175  -0.418  0.727
F  -0.887  -0.580  0.392
C  -2.535  -0.802  1.940
F  -1.673  -1.105  2.854
F  -3.760  -0.836  2.375
H  -0.059  1.591  2.899
H  0.756  1.508  4.447
H  0.797  0.120  3.301
H  2.250  1.413  1.828
H  2.887  1.346  3.445
H  0.239  3.711  2.620
H  1.439  4.930  2.486
H  1.728  4.672  0.351
H  2.053  2.966  0.468
H  -0.815  3.833  0.741
H  -0.082  4.134  -0.805
H  0.703  1.536  -0.373
H  -0.812  1.605  0.525
H  -0.472  2.606  -2.287
H  -1.990  2.249  -1.583
H  2.067  -1.993  -4.682
H  1.907  -0.298  -5.197
H  3.309  -0.583  -1.721
H  -1.049  -2.437  -6.342
H  1.506  -4.149  -5.312
H  0.284  -5.082  -4.521
H  2.646  -3.765  -3.323
H  1.185  -3.549  -2.372
H  1.733  -5.126  -2.805
H  -4.938  -5.037  -0.240
H  -3.836  -0.983  -1.801
H  -3.618  0.678  -2.210
H  -4.092  0.152  0.209
H  -2.890  1.323  -0.132
C  -1.125  6.468  3.702
O  -0.464  6.634  2.448
H  -0.512  5.806  4.310
H  -1.231  7.424  4.218
H  -2.112  6.017  3.571
H  -1.002  7.220  1.910
C  5.344  3.767  2.944
O  6.068  2.634  2.458
H  4.686  4.104  2.150
H  4.736  3.494  3.809
H  6.028  4.577  3.213
H  6.648  2.333  3.160
C  2.026  -0.653  6.570
O  2.703  0.437  5.948
H  0.986  -0.614  6.255
H  2.454  -1.610  6.263
H  2.069  -0.572  7.659
H  3.622  0.405  6.225

Computed properties:
Max |F| ... 1.51 eV Å⁻¹
Highest occupied orbital energy ... -11.3 eV
Electronic energy ... -78468.2889 eV
Net charge ... +1

Here are the Mulliken charges for atoms 1 to 5, given in e: -1.0242 -0.3666 -0.4865 -0.7127 -0.9538



Entry 3:
The following is a quantum chemistry calculation of a molecular structure, C27H41BeBrN2P2 at a distorted geometry, from OMol25.

Cartesian coordinates (Å):
C  -3.640  -2.191  1.203
C  -2.971  -1.713  0.032
C  -3.767  -1.090  -0.973
C  -5.118  -0.847  -0.702
N  -5.689  -1.213  0.446
C  -4.997  -1.896  1.359
C  -1.583  -1.805  -0.118
C  -0.299  -1.804  -0.050
C  0.628  -2.849  -0.563
C  2.024  -2.704  -0.511
C  2.871  -3.582  -1.182
C  2.306  -4.631  -1.907
C  0.930  -4.891  -1.866
C  0.101  -3.995  -1.183
Be  0.771  -0.414  0.521
P  -0.561  1.034  1.398
H  -3.330  -0.791  -1.925
H  -3.102  -2.762  1.961
H  -5.737  -0.327  -1.446
H  -5.530  -2.217  2.265
H  -0.989  -4.122  -1.139
H  2.478  -1.907  0.070
H  0.505  -5.760  -2.351
H  3.944  -3.441  -1.131
C  0.390  2.448  2.121
C  -0.366  3.753  2.363
H  1.237  2.631  1.443
H  0.824  2.067  3.056
H  0.339  4.506  2.739
H  -0.817  4.149  1.446
H  -1.159  3.646  3.115
C  -1.885  1.789  0.340
C  -3.215  2.157  0.994
H  -2.070  1.050  -0.450
H  -1.448  2.674  -0.142
H  -3.882  2.569  0.223
H  -3.721  1.281  1.425
H  -3.114  2.930  1.774
C  -1.433  0.254  2.802
C  -1.970  1.196  3.879
H  -0.718  -0.454  3.250
H  -2.232  -0.363  2.366
H  -2.442  0.600  4.667
H  -1.176  1.792  4.336
H  -2.732  1.882  3.493
Br  3.453  -5.760  -2.913
P  1.448  0.776  -1.273
C  0.925  2.522  -1.516
C  1.807  3.438  -2.364
H  0.805  2.953  -0.509
H  -0.082  2.469  -1.957
H  1.390  4.454  -2.321
H  2.840  3.485  -1.998
H  1.818  3.137  -3.421
C  3.284  0.783  -1.298
C  4.013  0.727  -2.639
H  3.588  -0.073  -0.673
H  3.569  1.691  -0.747
H  5.094  0.682  -2.441
H  3.748  -0.163  -3.228
H  3.834  1.623  -3.251
C  0.873  -0.085  -2.813
C  0.846  0.693  -4.133
H  -0.139  -0.449  -2.569
H  1.512  -0.979  -2.905
H  0.469  0.018  -4.915
H  0.169  1.560  -4.093
H  1.844  1.031  -4.446
C  2.746  -2.098  3.873
C  2.154  -1.416  2.748
N  1.637  -0.847  1.873
H  2.687  -1.448  4.759
H  3.811  -2.322  3.669
H  2.201  -3.038  4.053

Computed properties:
ΔE to the lowest compared entry with this formula, charge and spin ... 0.0 kcal per mole
Max |F| ... 2.93 eV Å⁻¹
Highest occupied orbital energy ... -13.9 eV
Electronic energy ... -120652.2526 eV
Net charge ... +2

Here are the Mulliken charges for atoms 1 to 5, given in e: -0.1937 0.4535 -0.3975 -0.4774 -0.4655



Entry 4:
The following is a quantum chemistry calculation of 3 unconnected molecules or ions with the total composition C27H41F16N3O7S, from OMol25.

Cartesian coordinates (Å):
C  -3.638  0.060  1.217
C  -3.375  -0.549  -0.166
C  -2.582  0.428  -1.069
N  -3.141  0.738  -2.395
C  -2.988  -0.236  -3.425
O  -3.570  -1.529  -3.112
C  -2.601  -2.373  -2.667
O  -2.841  -3.213  -1.860
C  -1.295  -2.054  -3.406
C  -0.018  -2.256  -2.565
C  0.050  -3.490  -1.656
C  1.436  -3.603  -0.994
N  1.752  -2.585  0.001
C  -1.221  -2.965  -4.679
S  -2.243  -4.422  -4.823
O  -2.210  -4.806  -6.212
O  -1.892  -5.364  -3.800
C  -1.539  -0.571  -3.863
C  -0.426  0.448  -3.605
C  -0.416  1.642  -4.590
C  -1.308  2.841  -4.192
C  -0.575  4.191  -4.242
N  0.146  4.484  -2.982
C  -0.149  5.797  -2.453
C  1.047  6.654  -2.125
O  -1.277  6.180  -2.280
H  -4.062  -0.704  1.872
H  -4.372  0.865  1.134
H  -2.713  0.429  1.654
H  -4.302  -0.871  -0.643
H  -2.778  -1.454  -0.021
H  -2.518  1.383  -0.536
H  -1.557  0.074  -1.176
H  -4.135  0.900  -2.270
H  -3.532  0.133  -4.297
H  0.835  -2.308  -3.253
H  0.159  -1.374  -1.942
H  -0.676  -3.369  -0.851
H  -0.165  -4.408  -2.204
H  1.495  -4.574  -0.497
H  2.203  -3.556  -1.776
H  1.159  -2.639  0.815
H  1.762  -1.649  -0.376
H  -1.432  -2.393  -5.582
H  -0.224  -3.401  -4.793
H  -3.487  -3.946  -4.564
H  -1.600  -0.596  -4.954
H  -0.444  0.856  -2.594
H  0.537  -0.060  -3.710
H  -0.727  1.264  -5.570
H  0.616  1.993  -4.663
H  -1.701  2.702  -3.184
H  -2.167  2.896  -4.864
H  0.160  4.165  -5.053
H  -1.301  4.977  -4.464
H  -0.180  3.827  -2.279
H  1.973  6.175  -2.426
H  1.046  6.838  -1.049
H  0.936  7.618  -2.624
F  4.593  -2.514  3.324
C  3.802  -3.248  2.512
F  2.518  -2.948  2.826
C  4.016  -4.747  2.727
F  3.663  -5.092  3.983
F  3.137  -5.345  1.869
C  5.391  -5.344  2.382
O  6.285  -5.596  3.450
C  7.229  -4.701  3.863
F  7.290  -3.613  3.080
F  8.433  -5.317  3.784
C  7.036  -4.329  5.339
F  5.836  -3.751  5.528
F  7.999  -3.448  5.690
H  3.976  -2.970  1.470
H  5.158  -6.338  2.003
H  5.871  -4.799  1.569
H  7.112  -5.223  5.961
F  -0.599  5.790  4.174
C  -1.629  6.476  4.704
F  -1.123  7.489  5.442
C  -2.478  5.587  5.622
F  -1.741  5.179  6.674
F  -3.455  6.419  6.090
C  -3.226  4.394  5.002
O  -2.658  3.107  5.161
C  -1.821  2.541  4.246
F  -1.689  3.285  3.135
F  -2.370  1.362  3.864
C  -0.460  2.196  4.863
F  0.149  3.307  5.313
F  0.313  1.638  3.904
H  -2.241  6.896  3.901
H  -4.150  4.337  5.576
H  -3.507  4.591  3.968
H  -0.591  1.491  5.686

Computed properties:
SMILES string ... CCCN[C@@H]1OC(=O)[C@@](CCCN)(C[SH](=O)=O)[C@@H]1CCCCNC(C)=O.FC(F)C(F)(F)COC(F)(F)C(F)F.FC(F)C(F)(F)COC(F)(F)C(F)F
Max |F| ... 0.74 eV Å⁻¹
Highest occupied orbital energy ... -9.4 eV
Electronic energy ... -101780.7569 eV

Here are the Mulliken charges for atoms 1 to 5, given in e: -1.5771 -0.3967 -0.3941 -0.1226 -1.0861



Entry 5:
The following is a quantum chemistry calculation of a molecular structure, C27H41F9OP2Y at a distorted geometry, from OMol25.

Cartesian coordinates (Å):
Y  0.948  -1.286  1.136
C  3.244  -0.646  1.985
C  2.381  0.086  2.857
C  1.855  -2.175  3.085
C  2.936  -2.052  2.112
C  1.514  -0.838  3.523
C  4.315  -0.069  1.103
H  4.120  0.985  0.836
H  4.461  -0.640  0.164
H  5.265  -0.105  1.664
C  3.504  -3.182  1.315
H  4.107  -2.832  0.463
H  2.742  -3.883  0.924
H  4.154  -3.753  1.994
C  1.150  -3.442  3.430
H  1.727  -3.921  4.232
H  1.100  -4.155  2.588
H  0.116  -3.286  3.782
C  0.462  -0.500  4.542
H  0.917  -0.611  5.542
H  -0.417  -1.173  4.497
H  0.106  0.541  4.445
C  2.408  1.577  3.076
H  3.051  1.772  3.954
H  1.411  2.011  3.292
H  2.839  2.129  2.219
C  -1.343  3.136  -4.226
C  -0.483  3.968  -3.658
C  -0.724  5.300  -2.994
C  -2.176  5.596  -2.535
C  -2.697  4.573  -1.552
C  -3.264  3.400  -1.791
C  -3.596  2.738  -3.105
C  -2.842  3.262  -4.356
H  -0.391  6.123  -3.650
H  -2.829  5.707  -3.408
H  -0.067  5.347  -2.110
H  -3.160  4.286  -4.583
H  -0.940  2.215  -4.679
H  0.584  3.705  -3.705
H  -3.167  2.637  -5.204
H  -3.376  1.665  -2.993
H  -3.608  2.818  -0.924
H  -4.680  2.798  -3.302
H  -2.155  6.575  -2.032
H  -2.568  4.874  -0.500
P  0.939  0.352  -0.947
C  1.537  -0.543  -2.351
C  1.549  2.005  -0.896
P  -1.259  0.122  1.015
C  -0.893  0.302  -0.777
C  -1.472  1.677  1.809
C  -2.591  -0.999  1.337
H  1.338  -1.609  -2.269
H  2.611  -0.369  -2.412
H  0.990  -0.084  -3.167
H  0.984  2.480  -1.695
H  2.618  1.955  -1.111
H  1.383  2.479  0.074
H  -3.415  -0.531  0.809
H  -2.748  -1.027  2.415
H  -2.396  -2.003  0.975
H  -1.276  -0.585  -1.317
H  -1.340  1.222  -1.167
H  -1.794  1.462  2.829
H  -2.256  2.117  1.200
H  -0.552  2.263  1.812
F  1.257  -5.498  0.839
C  -0.101  -5.401  0.663
F  -0.455  -6.481  -0.085
F  -0.651  -5.572  1.900
C  -0.531  -4.052  0.050
O  -0.246  -2.959  0.904
C  0.187  -3.866  -1.273
F  0.162  -4.950  -2.073
F  -0.332  -2.825  -2.012
F  1.519  -3.538  -1.108
C  -2.041  -4.177  -0.281
F  -2.320  -5.226  -1.104
F  -2.775  -4.346  0.859
F  -2.563  -3.066  -0.897

Computed properties:
ΔE to the lowest compared entry with this formula, charge and spin ... 45.8 kcal per mole
Max |F| ... 3.93 eV Å⁻¹
Highest occupied orbital energy ... -10.9 eV
Electronic energy ... -74785.2699 eV
Net charge ... +1

Here are the Mulliken charges for atoms 1 to 5, given in e: -0.8153 0.5676 0.7419 0.4370 0.3512



Entry 6:
The following is a quantum chemistry calculation of a molecular structure, C27H41NO5PbSeSi, from OMol25.

Cartesian coordinates (Å):
Pb  -1.191  0.042  0.779
C  1.924  -1.166  0.521
C  0.974  -1.598  -0.387
C  0.955  -0.500  -1.545
C  1.904  0.389  -1.197
C  2.532  -0.003  0.043
C  3.705  0.668  0.679
C  4.142  1.913  -0.095
C  4.857  -0.359  0.707
C  3.361  1.058  2.130
C  0.179  -0.419  -2.845
C  0.534  -1.624  -3.741
C  -1.346  -0.335  -2.656
C  0.589  0.850  -3.604
C  0.453  -3.015  -0.329
C  1.462  -3.865  -1.139
C  -0.958  -3.258  -0.871
C  0.464  -3.511  1.129
H  2.214  -1.680  1.422
H  2.164  1.276  -1.746
H  4.505  1.655  -1.092
H  4.954  2.406  0.442
H  3.323  2.629  -0.198
H  5.093  -0.718  -0.296
H  4.612  -1.218  1.332
H  5.744  0.125  1.118
H  2.673  1.903  2.150
H  4.280  1.353  2.638
H  2.912  0.232  2.684
H  0.074  -2.553  -3.411
H  1.615  -1.771  -3.790
H  0.177  -1.421  -4.752
H  -1.743  -1.105  -1.999
H  -1.824  -0.442  -3.632
H  -1.605  0.643  -2.252
H  1.642  0.827  -3.892
H  0.394  1.743  -3.009
H  -0.005  0.911  -4.517
H  1.506  -3.571  -2.186
H  1.154  -4.910  -1.089
H  2.463  -3.775  -0.717
H  -1.069  -2.995  -1.917
H  -1.699  -2.709  -0.288
H  -1.181  -4.322  -0.776
H  1.476  -3.672  1.500
H  -0.057  -4.467  1.181
H  -0.043  -2.809  1.795
O  1.383  4.826  4.151
C  0.919  3.767  3.457
C  0.555  2.573  4.072
C  0.057  1.559  3.283
N  -0.067  1.705  1.968
C  0.313  2.831  1.361
C  0.821  3.894  2.072
C  0.175  2.840  -0.157
O  0.766  3.711  -0.784
O  -0.514  1.874  -0.620
C  -0.367  0.206  3.858
O  -0.168  0.013  5.044
O  -0.877  -0.595  2.999
H  1.378  4.626  5.094
H  0.640  2.404  5.138
H  1.116  4.797  1.559
C  -4.706  0.824  -1.877
Si  -5.011  0.323  -0.106
C  -6.654  0.964  0.492
C  -4.925  -1.539  0.055
Se  -3.485  1.280  1.290
H  -5.601  0.663  -2.485
H  -3.896  0.238  -2.312
H  -4.432  1.878  -1.941
H  -7.464  0.558  -0.121
H  -6.695  2.053  0.436
H  -6.826  0.672  1.529
H  -5.837  -2.009  -0.325
H  -4.803  -1.827  1.100
H  -4.082  -1.942  -0.513

Computed properties:
ΔE to the lowest compared entry with this formula, charge and spin ... 27.6 kcal per mole
Max |F| ... 0.87 eV Å⁻¹
Highest occupied orbital energy (alpha / beta) ... -8.1 / -8.1 eV
Electronic energy ... -118865.9622 eV

Here are the Mulliken charges for atoms 1 to 5, given in e: 0.9407 -0.7354 0.5255 0.2155 -0.4940